(1)
Molecular formula: C35H18Cl5N4O10S4Y
Method: DFT, ωB97M-V/def2-TZVPD

Structure (XYZ):
```
77
Properties=species:S:1:pos:R:3
Y 0.184 0.619 0.174
O -4.926 -2.186 -4.471
C -3.808 -1.809 -4.866
O -3.261 -1.885 -5.980
C -2.929 -1.156 -3.764
C -1.749 -0.506 -4.074
C -0.967 0.038 -3.065
N -1.290 -0.083 -1.769
C -2.460 -0.663 -1.474
C -3.301 -1.201 -2.433
C -2.850 -0.678 -0.046
C -3.646 -1.691 0.476
C -4.040 -1.597 1.798
C -3.642 -0.501 2.546
C -2.812 0.439 1.957
N -2.412 0.346 0.688
C 0.281 0.778 -3.365
C 0.625 1.114 -4.670
C 1.792 1.813 -4.901
C 2.587 2.156 -3.823
C 2.167 1.791 -2.558
N 1.041 1.119 -2.319
H -1.468 -0.466 -5.116
H -4.255 -1.644 -2.183
H -3.930 -2.530 -0.143
H -4.648 -2.374 2.244
H -3.933 -0.382 3.581
H -2.443 1.290 2.513
H -0.035 0.873 -5.487
H 2.055 2.113 -5.907
H 3.500 2.724 -3.942
H 2.756 2.061 -1.694
O 1.150 2.898 3.956
S 0.018 2.138 3.502
O 0.202 1.617 2.129
O -1.278 2.766 3.656
C -0.120 0.688 4.576
C -0.536 1.059 5.853
C -0.814 0.123 6.834
C -0.689 -1.226 6.537
C -0.258 -1.606 5.277
C 0.041 -0.670 4.290
S 0.760 -1.376 2.789
O -0.228 -1.098 1.707
O 0.889 -2.789 3.041
O 1.986 -0.637 2.589
H -0.664 2.112 6.067
H -1.137 0.452 7.813
H -0.912 -1.982 7.280
H -0.123 -2.651 5.034
Cl 3.280 2.130 0.735
C 3.537 0.464 0.232
C 2.435 -0.248 -0.196
C 2.655 -1.579 -0.483
Cl 1.276 -2.544 -0.981
C 3.889 -2.206 -0.344
Cl 4.098 -3.883 -0.679
C 4.976 -1.438 0.073
Cl 6.538 -2.162 0.221
C 4.807 -0.085 0.367
Cl 6.151 0.861 0.889
O -0.545 3.919 -5.413
S -0.753 4.748 -4.255
O -1.603 5.897 -4.416
N -1.232 3.854 -2.957
C -0.388 3.951 -1.967
S -0.607 3.316 -0.401
C 0.841 4.764 -2.272
C 1.942 5.003 -1.466
C 3.004 5.716 -2.006
C 2.962 6.186 -3.317
C 1.849 5.961 -4.119
C 0.806 5.250 -3.563
H 1.955 4.617 -0.455
H 3.884 5.902 -1.402
H 3.808 6.736 -3.713
H 1.803 6.324 -5.138
```

Max |F| in eV/Å: 0.95
Gap between HOMO and LUMO in Eh: 0.287
Multiplicity: 1
E_HOMO in eV: -4.1
Charge: -2
Energy relative to the best compared isomer or geometry (same formula, charge and spin) in kJ/mol: 120.4
E_LUMO in eV: 3.70

=====

(2)
Molecular formula: C35H20N8NbO7SSe
Method: DFT, ωB97M-V/def2-TZVPD

Structure (XYZ):
```
73
Properties=species:S:1:pos:R:3
Nb 0.363 0.041 0.594
S -0.389 1.433 2.802
C 1.278 1.857 2.788
C 1.798 2.821 3.672
C 2.961 3.443 3.379
C 3.739 2.976 2.269
C 3.211 1.938 1.497
N 2.037 1.305 1.826
H 1.349 2.932 4.627
H 3.225 4.287 4.048
H 4.712 3.428 1.970
H 3.744 1.658 0.605
C 1.693 -2.989 3.774
C 1.651 -4.217 3.048
C 1.071 -4.182 1.809
C 0.692 -2.924 1.227
N 0.816 -1.764 1.898
C 1.240 -1.802 3.191
C 0.161 -2.891 -0.124
C -0.035 -4.122 -0.865
C -0.627 -4.080 -2.106
C -1.107 -2.843 -2.588
C -0.930 -1.696 -1.873
C -0.300 -1.640 -0.629
H 2.013 -3.004 4.832
H 2.029 -5.172 3.518
H 1.066 -5.074 1.140
H 1.163 -0.832 3.739
H 0.317 -5.093 -0.554
H -0.712 -4.949 -2.706
H -1.771 -2.823 -3.460
H -1.435 -0.784 -2.230
Se -7.671 0.099 -0.813
N -6.502 -1.122 0.013
C -5.288 -0.600 0.003
C -4.215 -1.086 0.839
C -4.374 -2.096 1.773
C -3.319 -2.467 2.578
C -2.101 -1.769 2.480
N -1.841 -0.781 1.615
C -2.914 -0.453 0.785
C -2.819 0.688 -0.035
N -1.669 1.364 0.137
C -1.439 2.618 -0.318
C -2.406 3.238 -1.090
C -3.652 2.624 -1.288
C -3.891 1.357 -0.716
C -5.153 0.679 -0.764
N -6.294 1.127 -1.310
H -5.352 -2.569 1.823
H -3.174 -3.397 3.155
H -1.409 -1.966 3.232
H -0.480 3.034 -0.028
H -2.139 4.165 -1.581
H -4.549 3.109 -1.677
O 2.909 -1.902 -1.825
C 2.554 -0.834 -1.353
O 2.143 -0.656 -0.106
C 2.383 0.376 -2.232
C 3.166 0.384 -3.473
C 3.264 1.642 -4.052
C 2.648 2.800 -3.597
C 1.957 2.708 -2.410
C 1.728 1.484 -1.744
O 0.739 1.429 -0.833
N 1.520 3.934 -1.706
O 1.289 5.021 -2.349
O 1.477 3.911 -0.420
N 4.270 1.794 -5.032
O 4.918 0.751 -5.306
O 4.536 2.932 -5.486
H 3.410 -0.548 -3.906
H 2.712 3.742 -4.103
```

Max |F| in eV/Å: 4.75
Gap between HOMO and LUMO in Eh: 0.239
Multiplicity: 1
E_HOMO in eV: -11.0
Charge: +1
Energy relative to the best compared isomer or geometry (same formula, charge and spin) in kJ/mol: 91.4
E_LUMO in eV: -4.54

=====

(3)
Molecular formula: C35H22Cl5N2O7PS2TeW
Method: DFT, ωB97M-V/def2-TZVPD

Structure (XYZ):
```
76
Properties=species:S:1:pos:R:3
W -0.107 1.359 1.981
O 1.423 2.251 0.904
S 0.853 3.594 0.437
O 1.345 4.720 1.162
O -0.590 3.304 0.531
C 1.471 3.717 -1.219
C 2.156 4.888 -1.513
C 2.761 5.025 -2.755
C 2.695 3.989 -3.669
C 2.008 2.822 -3.360
C 1.375 2.658 -2.135
P 0.256 1.269 -1.709
C -0.483 0.882 -3.330
C -1.815 1.292 -3.411
C -2.533 1.138 -4.589
C -1.933 0.560 -5.695
C -0.611 0.137 -5.625
C 0.110 0.303 -4.454
C 1.310 -0.167 -1.080
C 2.789 0.106 -0.887
C 3.657 -0.756 -0.345
C 3.242 -2.171 -0.133
C 0.772 -2.680 -0.656
C 0.873 -1.527 -1.697
H 2.216 5.671 -0.772
H 3.289 5.938 -2.998
H 3.177 4.086 -4.633
H 1.953 2.031 -4.095
H -2.295 1.706 -2.533
H -3.565 1.458 -4.632
H -2.495 0.430 -6.612
H -0.139 -0.320 -6.485
H 1.135 -0.031 -4.421
H 3.128 1.105 -1.130
H 4.687 -0.451 -0.199
H 3.503 -2.816 -0.963
H 1.038 -3.599 -1.182
H -0.084 -1.406 -2.200
Cl 3.110 -4.749 0.750
C 2.968 -3.025 1.092
C 3.293 -2.627 2.500
Cl 4.325 -3.663 3.401
C 2.793 -1.507 3.046
Cl 3.177 -0.986 4.632
C 1.891 -0.669 2.264
O 1.501 0.534 2.717
C 1.427 -1.127 1.104
O 0.712 -0.255 0.338
C 1.825 -2.321 0.377
Cl 2.009 -2.011 -3.013
Cl -6.638 -0.571 6.210
C -5.020 -0.553 5.574
C -4.743 0.210 4.453
C -3.452 0.224 3.946
C -2.453 -0.508 4.572
C -2.751 -1.271 5.700
C -4.039 -1.305 6.202
C -1.042 -0.552 4.097
O -0.124 -0.920 4.772
O -0.878 -0.229 2.780
H -5.527 0.787 3.983
H -3.233 0.808 3.063
H -1.961 -1.836 6.175
H -4.284 -1.900 7.070
S -2.155 0.813 0.599
C -1.940 -0.815 -0.111
N -1.307 -1.795 0.566
C -0.684 -2.912 -0.124
C -1.606 -3.268 -1.257
C -2.401 -2.312 -1.753
N -2.458 -0.993 -1.283
H -1.083 -1.623 1.532
H -0.609 -3.725 0.603
H -1.596 -4.268 -1.668
H -3.052 -2.515 -2.594
Te -0.568 2.918 3.782
```

Max |F| in eV/Å: 1.05
Gap between HOMO and LUMO (spin up / spin down) in Eh: 0.224 / 0.225
Multiplicity: 1
E_HOMO (spin up / spin down) in eV: -8.0 / -8.0
Energy relative to the best compared isomer or geometry (same formula, charge and spin) in kJ/mol: 484.9
E_LUMO (spin up / spin down) in eV: -1.94 / -1.91

=====

- energy relative to the best compared isomer or geometry (same formula, charge and spin) of number 2 (C35H20N8NbO7SSe)?
  91.4 kJ/mol